#P
# C2H8N2O2

2 unconnected molecules or ions with the total composition C2H8N2O2 (ωB97M-V/def2-TZVPD, OMol25).

Values from the calculation:
HOMO level (eV): -9.599
Gap between HOMO and LUMO (eV): 10.42
LUMO level (eV): 0.8221
SMILES string: NC=O.NCO
Molar mass (u): 92.10

Each line ends with the Löwdin charge.
CARTESIAN COORDINATES (ANGSTROEM)
O -0.19651 0.57221 0.13057  -0.09
O 2.53429 0.05068 -1.07339  0.05
N 1.14335 -1.61251 -0.89864  0.13
N -2.33647 1.31843 0.81786  -0.02
C -1.02848 0.96272 1.18653  -0.40
C 2.31891 -1.09653 -1.09470  -0.51
H 3.11680 -1.70023 -1.60705  0.13
H 0.41140 -0.97998 -0.92071  0.04
H -3.04817 0.52308 1.05409  0.11
H -0.01820 1.24174 -0.54457  0.10
H -2.50717 1.35536 -0.28980  0.13
H -1.00520 0.06947 1.70512  0.09
H 1.09806 -2.40527 -0.27617  0.11
H -0.48260 1.70083 1.81086  0.13

=====

#Q
# C2H8N2O2

A molecular structure, C2H8N2O2 (ωB97M-V/def2-TZVPD, OMol25).

Values from the calculation:
HOMO level (eV): -9.429
Gap between HOMO and LUMO (eV): 10.17
LUMO level (eV): 0.7419
Molar mass (u): 92.10

Each line ends with the Löwdin charge.
CARTESIAN COORDINATES (ANGSTROEM)
O 0.63478 -0.15665 0.98135  -0.04
O -0.67268 1.31377 -0.12004  -0.02
N 0.87995 -0.64200 -1.41991  0.01
N -0.92293 1.00305 2.10479  0.15
C 0.23218 -1.80585 -2.04784  -0.09
C -0.31109 0.73298 0.91132  -0.74
H 0.64108 -2.72047 -1.63356  0.08
H -1.83570 1.43576 2.10921  0.10
H 0.31521 -1.82224 -3.13189  0.07
H -0.57408 0.50434 2.90298  0.09
H 0.73149 -0.67146 -0.13535  0.08
H 0.38609 0.22768 -1.57608  0.09
H 1.84969 -0.53812 -1.70053  0.13
H -0.83700 -1.76314 -1.82135  0.09

=====

Q: Which of them is the least stable? A: #P.

=====

#P
# C2H8N2O2

3 unconnected molecules or ions with the total composition C2H8N2O2 (ωB97M-V/def2-TZVPD, OMol25).

Values from the calculation:
HOMO level (alpha / beta) (eV): -7.538 / -7.537
Gap between HOMO and LUMO (alpha / beta) (eV): 7.74 / 7.74
LUMO level (alpha / beta) (eV): 0.2035 / 0.2026
Molar mass (u): 92.10

Each line ends with the Löwdin charge.
CARTESIAN COORDINATES (ANGSTROEM)
O -0.78057 0.32024 -0.54373  -0.15
O 1.27794 -1.73500 -0.34772  -0.05
N -1.72851 -0.44419 -0.77887  -0.10
N 2.46104 0.64808 -0.48521  0.05
C 0.29181 -1.53868 0.40238  -0.09
C -2.92093 -0.23356 0.00400  -0.10
H 0.28059 -0.57008 0.94955  0.00
H -2.95988 0.75387 0.47125  0.08
H 1.54056 1.04217 -0.66560  0.03
H 2.85527 1.12276 0.31951  0.05
H -3.76912 -0.39866 -0.66018  0.08
H 3.04304 0.84788 -1.29026  0.05
H -2.94197 -1.00675 0.77548  0.09
H 1.94032 -0.97556 -0.44600  0.05

=====

#Q
# C2H8N2O2

2 unconnected molecules or ions with the total composition C2H8N2O2 (ωB97M-V/def2-TZVPD, OMol25).

Values from the calculation:
HOMO level (eV): -9.691
Gap between HOMO and LUMO (eV): 10.43
LUMO level (eV): 0.7400
SMILES string: CNC(N)=O.O
Molar mass (u): 92.10

Each line ends with the Löwdin charge.
CARTESIAN COORDINATES (ANGSTROEM)
O -0.98810 -0.33597 0.04955  0.04
O -0.99554 2.69008 4.04615  -0.07
N 0.88620 -0.54650 -1.21653  -0.01
N -0.29050 -2.42978 -0.55153  0.13
C -0.21972 -1.04427 -0.57869  -0.64
C 0.94281 0.82520 -1.63692  -0.09
H 0.15319 -3.04063 -1.21910  0.09
H 1.21176 1.50974 -0.83751  0.08
H -1.73622 2.06106 3.98811  0.04
H -0.10105 1.12394 -1.84038  0.08
H -1.26172 -2.68443 -0.41409  0.10
H 1.30829 1.06799 -2.65036  0.09
H 1.39016 -1.34656 -1.56467  0.12
H -0.29956 2.15011 4.42595  0.03

=====

#R
# C2H8N2O2

2 unconnected molecules or ions with the total composition C2H8N2O2 (ωB97M-V/def2-TZVPD, OMol25).

Values from the calculation:
HOMO level (eV): -9.456
Gap between HOMO and LUMO (eV): 10.02
LUMO level (eV): 0.5591
SMILES string: CNC(N)=O.O
Molar mass (u): 92.10

Each line ends with the Löwdin charge.
CARTESIAN COORDINATES (ANGSTROEM)
O -2.70655 0.92980 -0.00271  -0.07
O 0.23381 -1.75806 -0.77436  0.04
N 1.16152 0.15185 0.05806  -0.01
N -0.44389 0.26282 -1.59244  0.13
C 1.88179 -0.41219 1.19284  -0.07
C 0.25297 -0.54227 -0.68861  -0.64
H 1.25301 -1.23801 1.53370  0.08
H -2.24913 0.27581 0.54178  0.04
H -1.00248 0.98689 -1.15785  0.05
H 1.49808 1.01121 -0.35643  0.13
H -3.54463 1.06418 0.47215  0.06
H 1.84423 0.29371 2.01742  0.07
H 2.88177 -0.72456 0.91755  0.08
H -1.06049 -0.30121 -2.16109  0.10

=====

#S
# C2H8N2O2

A single C2H8N2O2 molecule (ωB97M-V/def2-TZVPD, OMol25).

Values from the calculation:
HOMO level (eV): -9.241
Gap between HOMO and LUMO (eV): 9.99
LUMO level (eV): 0.7463
SMILES string: CO[C@@H](O)NN
Molar mass (u): 92.10

Each line ends with the Löwdin charge.
CARTESIAN COORDINATES (ANGSTROEM)
O 0.01725 1.65209 -0.16119  -0.04
O 0.58752 -0.56086 0.11934  -0.14
N -1.63484 0.00048 0.50140  -0.05
N -2.08962 -0.86501 -0.54787  0.04
C 1.83179 -0.08073 -0.33014  -0.11
C -0.31740 0.45601 0.59176  -0.43
H 0.07328 1.55851 -1.11066  0.08
H 2.47967 -0.95672 -0.16825  0.10
H 1.74336 0.04738 -1.41068  0.08
H 2.15806 0.84363 0.14488  0.09
H -1.93634 -0.46270 -1.44703  0.06
H -0.07682 0.81415 1.64100  0.17
H -1.69943 -1.75888 -0.52234  0.05
H -2.13308 0.83855 0.52242  0.09

=====

Q: Which of them is the least stable? A: #P.

=====

#P
# C3H6INO2

A molecular structure, C3H6INO2 (ωB97M-V/def2-TZVPD, OMol25).

Values from the calculation:
HOMO level (eV): -7.607
Gap between HOMO and LUMO (eV): 4.65
LUMO level (eV): -2.9570
Molar mass (u): 214.99

Each line ends with the Löwdin charge.
CARTESIAN COORDINATES (ANGSTROEM)
I -1.62107 -0.21520 4.05068  -0.18
O -1.32981 0.97358 -0.98406  0.14
O -2.10081 0.40441 0.98112  0.02
N 1.12957 -0.34447 -0.26773  0.12
C 0.02241 -0.27663 0.47021  0.12
C 1.20885 0.06504 -1.67457  0.01
C -1.14851 0.45035 0.08981  -0.56
H 1.11086 1.04942 -1.84616  0.07
H 0.12589 -0.85027 1.49050  0.14
H 2.09982 -0.27372 -2.01405  0.07
H 1.97908 -0.77599 -0.06109  0.14
H 0.47366 -0.41542 -2.24558  0.10
H -1.94994 0.20893 2.01092  -0.20

=====

#Q
# C3H6INO2

2 unconnected molecules or ions with the total composition C3H6INO2 (ωB97M-V/def2-TZVPD, OMol25).

Values from the calculation:
HOMO level (alpha / beta) (eV): -7.780 / -7.779
Gap between HOMO and LUMO (alpha / beta) (eV): 8.09 / 8.09
LUMO level (alpha / beta) (eV): 0.3094 / 0.3094
Molar mass (u): 214.99

Each line ends with the Löwdin charge.
CARTESIAN COORDINATES (ANGSTROEM)
I -3.46379 0.17253 -0.09164  0.76
O 0.84352 0.68949 -0.21786  -0.10
O -1.75825 -2.99581 -0.10432  0.10
N 0.42179 -2.13360 -0.08025  0.16
C -1.40375 0.12581 0.38778  -0.66
C -0.52537 0.89182 -0.54606  -0.42
C -0.87917 -2.21888 -0.03943  -0.37
H -0.75466 1.97211 -0.54196  0.11
H 0.85704 -1.21466 -0.08983  0.07
H 1.03084 1.16903 0.59767  0.10
H -0.65030 0.53518 -1.57157  0.11
H -1.24056 0.28570 1.44275  0.02
H 1.01036 -2.94952 -0.21974  0.13

=====

Q: Which of them is the least stable? A: #Q.

=====

#P
# C4H4N2

2 unconnected molecules or ions with the total composition C4H4N2 (ωB97M-V/def2-TZVPD, OMol25).

Values from the calculation:
HOMO level (eV): -10.245
Gap between HOMO and LUMO (eV): 9.85
LUMO level (eV): -0.3924
Molar mass (u): 80.09

Each line ends with the Löwdin charge.
CARTESIAN COORDINATES (ANGSTROEM)
N -0.53334 1.35413 -2.66113  0.16
N -0.96792 -1.07670 1.63137  0.02
C 1.05865 -0.19518 -0.10074  0.03
C 0.02086 0.65121 -0.23792  -0.24
C -0.26444 1.12003 -1.55980  -0.23
C -1.66093 -0.87858 0.69022  -0.01
H 1.84939 -0.12221 -0.82651  0.07
H 1.15516 -1.04834 0.55877  0.05
H -0.04246 -0.86223 1.97155  0.06
H -0.61496 1.05788 0.53418  0.08

=====

#Q
# C4H4N2

A molecular structure, C4H4N2 (ωB97M-V/def2-TZVPD, OMol25).

Values from the calculation:
HOMO level (eV): -9.925
Gap between HOMO and LUMO (eV): 9.81
LUMO level (eV): -0.1145
Molar mass (u): 80.09

Each line ends with the Löwdin charge.
CARTESIAN COORDINATES (ANGSTROEM)
N 1.10852 1.05265 -0.69931  0.08
N 0.86991 -1.22108 -0.75689  0.08
C -0.56242 0.04637 0.55309  -0.15
C -0.07560 1.23712 -0.18784  -0.16
C -0.32813 -1.18117 -0.24603  -0.16
C 1.39369 -0.14137 -0.14042  -0.18
H -0.63530 2.15467 -0.34712  0.11
H 0.74903 -0.10614 1.08516  0.16
H -1.06057 -1.96221 -0.42918  0.11
H -1.45914 0.12117 1.16853  0.11

=====

Q: Which of them is the least stable? A: #Q.

=====

#P
# C4H4N2

A single C4H4N2 molecule (ωB97M-V/def2-TZVPD, OMol25).

Values from the calculation:
HOMO level (eV): -9.926
Gap between HOMO and LUMO (eV): 10.54
LUMO level (eV): 0.6178
SMILES string: N#C[C@@H]1C=C1N
Molar mass (u): 80.09

Each line ends with the Löwdin charge.
CARTESIAN COORDINATES (ANGSTROEM)
N -1.11951 2.77522 -0.38969  0.13
N -0.24230 -1.55494 -0.82522  0.10
C -0.04500 0.63973 0.67646  -0.17
C 1.41745 0.04875 0.24921  0.12
C 0.34278 -0.48315 -0.19173  -0.39
C -0.60435 1.85340 0.08862  -0.21
H -1.04286 -1.19929 -1.32933  0.09
H -0.62908 0.36081 1.57264  0.13
H 2.47605 -0.22950 0.26269  0.11
H -0.55318 -2.21103 -0.11366  0.10

=====

#Q
# C4H4N2

A single C4H4N2 molecule (ωB97M-V/def2-TZVPD, OMol25).

Values from the calculation:
HOMO level (eV): -8.692
Gap between HOMO and LUMO (eV): 7.46
LUMO level (eV): -1.2337
Molar mass (u): 80.09

Each line ends with the Löwdin charge.
CARTESIAN COORDINATES (ANGSTROEM)
N 0.83115 -0.99442 0.13095  0.07
N -1.44649 -0.39115 0.51524  0.09
C -1.23430 0.80818 0.04374  -0.18
C -0.36839 -1.25683 0.53375  -0.21
C 0.99023 0.30106 -0.36352  -0.34
C 0.03645 1.33583 -0.47572  0.03
H -0.57343 -2.25096 0.93068  0.11
H 2.07190 0.67549 -0.17206  0.18
H 1.80397 0.31310 -1.19116  0.18
H -2.11108 1.45972 0.04811  0.09

=====

#R
# C4H4N2

A molecular structure, C4H4N2 (ωB97M-V/def2-TZVPD, OMol25).

Values from the calculation:
HOMO level (eV): -9.671
Gap between HOMO and LUMO (eV): 8.14
LUMO level (eV): -1.5351
Molar mass (u): 80.09

Each line ends with the Löwdin charge.
CARTESIAN COORDINATES (ANGSTROEM)
N -0.17773 0.09689 -0.12581  -0.32
N 0.79391 -0.22901 0.82782  0.10
C -1.47180 0.19631 0.15510  -0.03
C 0.26229 0.30647 -1.45734  -0.09
C 0.09494 -0.39469 1.95977  -0.16
C -1.12506 -0.24212 1.43658  0.10
H 1.03304 -0.39968 -1.59971  0.05
H 0.67641 1.44002 -1.65406  0.13
H 0.44594 -0.92960 2.76657  0.09
H -0.53194 0.15539 -2.30891  0.12

=====

Q: Which of them is the least stable? A: #R.

=====

#P
# C4H4N2

A single C4H4N2 molecule (ωB97M-V/def2-TZVPD, OMol25).

Values from the calculation:
HOMO level (eV): -8.710
Gap between HOMO and LUMO (eV): 8.12
LUMO level (eV): -0.5887
Molar mass (u): 80.09

Each line ends with the Löwdin charge.
CARTESIAN COORDINATES (ANGSTROEM)
N -1.46791 -0.29838 -0.43409  0.02
N -0.83124 0.31332 -1.33529  0.02
C 0.40778 0.88517 -0.89949  -0.27
C 0.44687 -0.65331 0.93730  -0.13
C -0.93165 -0.62093 0.79381  -0.11
C 1.03938 0.42984 0.28026  -0.02
H 0.61738 1.88154 -1.30174  0.12
H 1.39561 0.29467 -1.22056  0.18
H 0.97952 -1.29071 1.63610  0.09
H -1.65573 -0.94120 1.54370  0.11

=====

#Q
# C4H4N2

A single C4H4N2 molecule (ωB97M-V/def2-TZVPD, OMol25).

Values from the calculation:
HOMO level (eV): -9.273
Gap between HOMO and LUMO (eV): 10.38
LUMO level (eV): 1.1054
SMILES string: C1=N[C@@H]1[C@H]1C=N1
Molar mass (u): 80.09

Each line ends with the Löwdin charge.
CARTESIAN COORDINATES (ANGSTROEM)
N 1.62198 0.68461 -0.60143  0.11
N -1.27812 -1.44369 0.73439  0.13
C 0.86396 1.24495 -1.39501  -0.08
C 0.26537 0.01996 -0.65679  -0.23
C -0.72189 -0.07525 0.52067  -0.30
C -0.46513 -0.98748 1.64772  -0.06
H 0.17104 -0.83661 -1.36033  0.12
H 0.05527 -1.34784 2.57652  0.12
H -1.23432 0.81149 0.73497  0.09
H 0.72184 1.92987 -2.20070  0.10

=====

Q: Which of them is the least stable? A: #P.